Below is 8 unconnected molecules or ions with the total composition C35H78F12N3O15PS4 at a distorted geometry, with properties calculated with ωB97M-V/def2-TZVPD.

The value obtained for the HOMO energy is -8.022 eV. For the gap between HOMO and LUMO, the calculation gives 7.1 eV. The total energy comes out at -157977.6060 eV.

Positions of all 148 atoms, in Å:
C1 -4.32861 -5.29973 0.89476
N1 -4.52205 -5.49278 -0.61652
C2 -3.84521 -4.26324 -1.15483
C3 -3.86646 -6.77028 -1.05277
C4 -5.97369 -5.35361 -0.98247
C5 -6.79973 -6.62089 -0.79091
O1 -6.80362 -7.07076 0.56330
H1 -4.86451 -4.41015 1.21051
H2 -3.26658 -5.13301 1.05753
H3 -4.68045 -6.21568 1.36059
H4 -4.40687 -3.36819 -0.90225
H5 -3.68556 -4.45592 -2.21951
H6 -2.81833 -4.07268 -0.84044
H7 -4.00168 -6.78568 -2.13493
H8 -4.41163 -7.57285 -0.56897
H9 -2.80656 -6.64107 -0.85635
H10 -5.91079 -5.13427 -2.05115
H11 -6.41424 -4.49662 -0.48203
H12 -6.61844 -7.42967 -1.49592
H13 -7.82130 -6.32597 -1.05701
H14 -7.53750 -6.62133 0.99196
C6 -0.45957 -1.55039 -3.99240
N2 -0.19020 -0.91346 -2.64131
C7 -1.47430 -0.20321 -2.37866
C8 0.05551 -2.00012 -1.58781
C9 0.98674 0.08258 -2.59933
C10 1.00863 0.96916 -3.81680
O2 1.33219 0.32096 -5.01186
H15 0.50449 -1.93108 -4.30660
H16 -0.82995 -0.78293 -4.66743
H17 -1.25237 -2.29463 -3.96255
H18 -1.58316 0.67431 -3.01606
H19 -1.34460 0.25279 -1.39060
H20 -2.38384 -0.79333 -2.36916
H21 0.27232 -1.38914 -0.71449
H22 0.95751 -2.54137 -1.86000
H23 -0.91682 -2.47349 -1.56100
H24 1.85087 -0.58557 -2.60955
H25 0.89415 0.50600 -1.60358
H26 1.74162 1.77688 -3.69567
H27 0.03227 1.43586 -4.00346
H28 0.90102 0.82786 -5.72634
C11 -5.45551 1.85774 -0.27717
N3 -4.38817 2.58020 0.46753
C12 -4.88105 2.89063 1.84468
C13 -3.20703 1.64418 0.68420
C14 -3.93713 3.93846 -0.06180
C15 -4.86133 4.56951 -1.06156
O3 -6.08033 4.92409 -0.40733
H29 -5.20151 1.66524 -1.31314
H30 -6.36717 2.45012 -0.18522
H31 -5.73612 0.96590 0.28026
H32 -4.09383 3.22457 2.52456
H33 -5.15861 1.98846 2.39616
H34 -5.65626 3.65083 1.82707
H35 -2.58189 2.03269 1.47955
H36 -2.77479 1.48398 -0.29855
H37 -3.61503 0.69086 1.01740
H38 -2.97241 3.76088 -0.53984
H39 -3.77644 4.62961 0.76227
H40 -5.12841 3.79553 -1.79496
H41 -4.44541 5.40752 -1.62456
H42 -6.73703 5.01277 -1.10708
C16 3.47223 3.87476 6.75345
C17 4.77327 4.00991 5.94369
C18 4.98628 3.12213 4.71027
C19 4.12515 3.66827 3.53716
P1 3.69754 2.40168 2.32250
C20 3.18848 0.84301 3.08870
C21 2.06973 0.99662 4.10365
C22 1.93485 -0.25655 4.98277
C23 3.06567 -0.40649 5.97271
C24 2.34033 3.20600 1.44174
C25 1.64616 2.28793 0.41152
C26 0.26534 2.86297 0.02916
C27 0.30808 4.21429 -0.67155
C28 5.18268 2.20875 1.29364
C29 5.85208 3.50431 0.80492
C30 6.58931 3.43701 -0.53988
C31 7.87843 2.63461 -0.54662
H43 3.60345 4.11564 7.80936
H44 3.07323 2.85701 6.78759
H45 2.67611 4.51929 6.38102
H46 5.70725 4.04352 6.51404
H47 4.79500 5.08350 5.70940
H48 4.89521 2.07246 4.99558
H49 6.05839 3.19303 4.51424
H50 4.75501 4.35473 2.96584
H51 3.25059 4.25816 3.80509
H52 4.06805 0.41750 3.57867
H53 2.93169 0.15955 2.27121
H54 1.11933 1.16708 3.59383
H55 2.27243 1.83676 4.77725
H56 1.80444 -1.12970 4.34422
H57 0.99955 -0.09894 5.52473
H58 3.24920 0.54849 6.47183
H59 4.05360 -0.71862 5.61370
H60 2.88009 -1.22581 6.67040
H61 2.66047 4.11641 0.94146
H62 1.59452 3.33028 2.23269
H63 1.52147 1.27587 0.80058
H64 2.24014 2.15545 -0.49376
H65 -0.35301 2.92341 0.92960
H66 -0.29832 2.21426 -0.64731
H67 0.25677 4.23385 -1.75914
H68 1.21135 4.80819 -0.49159
H69 -0.47423 4.81763 -0.20150
H70 5.00293 1.71175 0.33643
H71 5.87401 1.58933 1.86684
H72 6.46084 3.98237 1.57606
H73 5.01255 4.18472 0.60340
H74 6.95574 4.40405 -0.89719
H75 5.86496 3.13930 -1.30112
H76 7.79468 1.59683 -0.18463
H77 8.63527 2.87976 0.20671
H78 8.28301 2.55917 -1.55350
C32 -0.42819 -6.86182 -2.44835
F1 -1.49606 -7.27908 -1.76505
F2 0.51833 -6.51256 -1.56680
F3 0.06330 -7.84703 -3.18735
S1 -0.72527 -5.32037 -3.48780
O4 0.56846 -4.68865 -3.74891
O5 -1.36311 -5.79792 -4.71173
O6 -1.56592 -4.52974 -2.54317
C33 5.86316 -1.26924 -0.24355
F4 6.31034 -0.81290 -1.40975
F5 6.45127 -2.42017 -0.00315
F6 6.24720 -0.45625 0.76352
S2 3.95564 -1.50395 -0.31960
O7 3.27996 -0.19057 -0.39582
O8 3.77345 -2.24942 -1.55673
O9 3.67889 -2.32919 0.84646
C34 -2.28904 0.26186 -7.10075
F7 -2.94969 0.10195 -5.93363
F8 -1.30059 -0.63754 -7.15192
F9 -3.12123 0.06167 -8.09786
S3 -1.54269 1.98312 -7.16140
O10 -1.28901 2.18835 -8.56744
O11 -2.55158 2.94524 -6.68719
O12 -0.27055 1.97442 -6.39734
C35 -0.40723 -1.63188 2.29280
F10 -0.22080 -2.24582 3.46757
F11 -0.56374 -0.31486 2.46405
F12 0.64807 -1.85988 1.51961
S4 -1.93953 -2.32527 1.43803
O13 -2.86947 -2.67688 2.51403
O14 -2.41901 -1.24961 0.54209
O15 -1.51997 -3.50864 0.73690

Forces on atoms 1 to 2 (eV/Å):
0.044 -0.980 -0.569
0.243 2.009 2.418